No. 1
{"formula": "C3H3N3O2", "method": "ωB97M-V/def2-TZVPD", "relative_energy_kj_mol": 668.8, "smiles": "O=C1C=NN=CON1", "max_force_ev_per_a": 8.7, "charge": 0, "e_lumo_ev": -0.3494, "e_homo_ev": -9.62, "species": ["O", "C", "C", "N", "N", "C", "O", "N", "H", "H", "H"], "positions_angstrom": [[2.493, 0.037, -0.605], [1.319, -0.029, -0.103], [0.611, 1.372, 0.233], [-0.679, 1.534, 0.166], [-1.473, 0.733, -0.566], [-1.693, -0.495, -0.480], [-0.798, -1.192, 0.341], [0.671, -1.154, 0.074], [0.940, 2.130, 0.995], [-2.499, -0.981, -0.740], [1.107, -1.956, 0.684]], "lowdin_charge": [0.016, -0.418, 0.003, 0.019, 0.028, -0.129, -0.062, 0.115, 0.127, 0.077, 0.225]}

=====

No. 2
{"formula": "C3H3N3O2", "method": "ωB97M-V/def2-TZVPD", "relative_energy_kj_mol": 320.1, "smiles": "O=C1NN=N/C1=C\\O", "max_force_ev_per_a": 2.4, "charge": 0, "e_lumo_ev": -0.6450, "e_homo_ev": -9.33, "species": ["O", "C", "N", "N", "N", "C", "C", "O", "H", "H", "H"], "positions_angstrom": [[1.573, -0.122, 1.370], [0.524, -0.397, 0.855], [-0.338, -1.452, 1.150], [-1.312, -1.560, 0.234], [-1.270, -0.568, -0.580], [-0.139, 0.201, -0.339], [0.471, 1.332, -0.757], [0.090, 2.132, -1.838], [-0.171, -2.297, 1.722], [1.281, 1.779, -0.124], [0.890, 2.690, -2.034]], "lowdin_charge": [0.074, -0.442, 0.064, 0.010, 0.050, -0.193, -0.037, 0.023, 0.170, 0.153, 0.128]}

=====

No. 3
{"formula": "C3H3N3O2", "method": "ωB97M-V/def2-TZVPD", "relative_energy_kj_mol": 514.4, "smiles": "Oc1cc(O)nnn1", "max_force_ev_per_a": 7.4, "charge": 0, "e_lumo_ev": -0.3971, "e_homo_ev": -9.45, "species": ["O", "C", "C", "C", "O", "N", "N", "N", "H", "H", "H"], "positions_angstrom": [[2.466, -0.213, -0.101], [1.223, 0.084, -0.219], [-0.028, -0.600, 0.075], [-1.162, 0.084, 0.010], [-2.446, -0.386, -0.169], [-1.301, 1.509, 0.069], [-0.147, 2.058, 0.002], [1.119, 1.455, -0.178], [2.739, -1.078, 0.630], [0.003, -1.603, 0.194], [-2.466, -1.311, -0.313]], "lowdin_charge": [0.041, -0.407, 0.039, -0.325, 0.082, 0.089, -0.041, 0.080, 0.278, 0.078, 0.085]}

=====

No. 4
{"formula": "C3H3N3O2", "method": "ωB97M-V/def2-TZVPD", "relative_energy_kj_mol": 175.7, "smiles": "[H]/N=C1\\NC(=O)NC1=O", "max_force_ev_per_a": 6.9, "charge": 0, "e_lumo_ev": -0.1304, "e_homo_ev": -10.23, "species": ["H", "N", "C", "N", "C", "O", "N", "C", "O", "H", "H"], "positions_angstrom": [[-1.880, -0.783, 2.231], [-0.921, -0.366, 2.073], [-0.290, -0.466, 0.934], [-0.763, -1.000, -0.250], [-0.180, -0.266, -1.234], [-0.412, -0.622, -2.386], [0.459, 0.855, -0.856], [0.783, 0.670, 0.543], [1.516, 1.271, 1.307], [-1.515, -1.786, -0.407], [1.267, 1.331, -1.429]], "lowdin_charge": [0.077, 0.141, -0.292, 0.139, -0.593, 0.059, 0.192, -0.301, 0.115, 0.234, 0.229]}

=====

No. 5
{"formula": "C3H3N3O3", "method": "ωB97M-V/def2-TZVPD", "relative_energy_kj_mol": 479.3, "smiles": "[H]/N=c1/nnc(O)c(O)o1", "max_force_ev_per_a": 5.3, "charge": 0, "e_lumo_ev": -0.4323, "e_homo_ev": -8.32, "species": ["H", "N", "C", "N", "N", "C", "O", "C", "O", "O", "H", "H"], "positions_angstrom": [[2.030, -2.369, -1.351], [2.057, -1.380, -1.590], [1.164, -0.658, -1.015], [1.160, 0.748, -1.357], [0.353, 1.511, -0.794], [-0.457, 1.005, 0.154], [-1.345, 1.913, 0.502], [-0.476, -0.314, 0.619], [-1.321, -0.694, 1.501], [0.255, -1.241, 0.045], [-1.923, 1.466, 1.159], [-1.498, 0.014, 2.128]], "lowdin_charge": [0.060, 0.155, -0.309, 0.078, 0.100, -0.366, 0.089, -0.378, 0.188, 0.131, 0.114, 0.137]}

=====

No. 6
{"formula": "C3H3N3OS", "method": "ωB97M-V/def2-TZVPD", "relative_energy_kj_mol": 200.3, "smiles": "NN1C(=O)C=NC1=S", "max_force_ev_per_a": 1.1, "charge": 0, "e_lumo_ev": -1.6821, "e_homo_ev": -9.31, "species": ["N", "N", "C", "O", "C", "N", "C", "S", "H", "H", "H"], "positions_angstrom": [[-0.259, 1.827, -0.004], [-0.169, 0.435, 0.002], [1.011, -0.275, -0.006], [2.130, 0.175, -0.006], [0.515, -1.708, 0.003], [-0.766, -1.759, -0.002], [-1.258, -0.416, 0.001], [-2.829, -0.032, -0.005], [0.227, 2.169, -0.803], [0.221, 2.162, 0.829], [1.175, -2.578, -0.010]], "lowdin_charge": [0.116, -0.138, -0.399, 0.115, -0.004, 0.083, -0.852, 0.754, 0.089, 0.107, 0.129]}

=====

No. 7
{"formula": "C3H3N3OS", "method": "ωB97M-V/def2-TZVPD", "relative_energy_kj_mol": 356.8, "smiles": "[H]/N=C\\N(O)C(=S)C#N", "max_force_ev_per_a": 1.7, "charge": 0, "e_lumo_ev": -1.4161, "e_homo_ev": -9.80, "species": ["H", "N", "C", "N", "O", "C", "S", "C", "N", "H", "H"], "positions_angstrom": [[2.970, -0.908, -0.177], [3.019, 0.109, -0.100], [1.834, 0.550, 0.050], [0.634, -0.269, 0.096], [0.838, -1.621, -0.070], [-0.664, 0.185, 0.037], [-1.111, 1.753, -0.014], [-1.620, -0.881, -0.031], [-2.449, -1.678, -0.047], [1.596, 1.608, 0.174], [0.783, -2.034, 0.804]], "lowdin_charge": [0.047, 0.127, -0.195, -0.165, 0.019, -0.780, 0.762, -0.240, 0.200, 0.087, 0.137]}

=====

No. 8
{"formula": "C3H3N3S", "method": "ωB97M-V/def2-TZVPD", "relative_energy_kj_mol": 306.9, "smiles": "S/C=C1/C=NN=N1", "max_force_ev_per_a": 3.2, "charge": 0, "e_lumo_ev": -1.1886, "e_homo_ev": -9.98, "species": ["S", "C", "C", "C", "N", "N", "N", "H", "H", "H"], "positions_angstrom": [[-2.359, -0.604, -1.151], [-0.696, -0.611, -0.519], [-0.054, 0.115, 0.395], [1.454, 0.133, 0.450], [1.799, 1.113, 1.206], [0.619, 1.840, 1.583], [-0.411, 1.297, 1.092], [-2.477, -1.408, -2.166], [-0.110, -1.442, -0.903], [2.236, -0.432, 0.013]], "lowdin_charge": [0.814, -0.405, -0.348, -0.107, 0.013, -0.005, 0.027, -0.164, 0.077, 0.098]}

=====

No. 9
{"formula": "C3H3N3S", "method": "ωB97M-V/def2-TZVPD", "relative_energy_kj_mol": 260.6, "smiles": "S/C=C1/N=CN=N1", "max_force_ev_per_a": 4.3, "charge": 0, "e_lumo_ev": -1.4785, "e_homo_ev": -9.64, "species": ["S", "C", "C", "N", "C", "N", "N", "H", "H", "H"], "positions_angstrom": [[2.367, -0.082, -1.034], [1.151, -0.548, 0.196], [0.062, 0.194, 0.312], [-1.162, -0.290, 0.843], [-2.091, 0.469, 0.268], [-1.566, 1.285, -0.691], [-0.254, 1.239, -0.642], [3.285, -1.011, -0.507], [1.386, -1.358, 0.876], [-3.178, 0.101, 0.379]], "lowdin_charge": [0.779, -0.368, -0.462, 0.088, -0.219, 0.005, 0.050, -0.089, 0.084, 0.132]}

=====

No. 10
{"formula": "C3H3N4O", "method": "ωB97M-V/def2-TZVPD", "relative_energy_kj_mol": 207.4, "smiles": "NC#[N+]/N=N\\C=C=O", "max_force_ev_per_a": 5.6, "charge": 1, "e_lumo_ev": -5.7523, "e_homo_ev": -14.54, "species": ["N", "C", "N", "N", "N", "C", "C", "O", "H", "H", "H"], "positions_angstrom": [[-2.031, 1.005, -0.089], [-0.720, 0.938, -0.028], [0.442, 1.198, 0.020], [1.701, 1.072, -0.041], [2.255, -0.036, -0.130], [1.569, -1.200, 0.021], [0.268, -1.353, 0.044], [-0.799, -1.815, 0.099], [-2.394, 1.930, -0.263], [-2.569, 0.406, 0.559], [2.278, -2.145, -0.192]], "lowdin_charge": [0.228, -0.034, 0.169, 0.017, 0.078, -0.089, -0.145, 0.241, 0.154, 0.168, 0.212]}

=====

No. 11
{"formula": "C3H3N5", "method": "ωB97M-V/def2-TZVPD", "relative_energy_kj_mol": 494.9, "smiles": "[H]/N=c1/cncnnn1", "max_force_ev_per_a": 6.3, "charge": 0, "e_lumo_ev": -1.3153, "e_homo_ev": -9.68, "species": ["H", "N", "C", "C", "N", "C", "N", "N", "N", "H", "H"], "positions_angstrom": [[-2.411, -1.146, 0.453], [-2.223, -0.209, 0.431], [-1.011, -0.223, 0.048], [-0.299, 1.101, -0.353], [1.034, 1.173, -0.539], [1.602, 0.273, 0.390], [1.494, -1.072, 0.596], [0.919, -1.449, -0.575], [-0.276, -1.391, -0.757], [-1.196, 2.011, -0.642], [2.367, 0.933, 0.947]], "lowdin_charge": [0.016, 0.169, -0.335, -0.063, 0.053, -0.218, 0.071, -0.113, 0.089, 0.192, 0.139]}

=====

No. 12
{"formula": "C3H3N5", "method": "ωB97M-V/def2-TZVPD", "relative_energy_kj_mol": 294.7, "smiles": "[H]/N=c1\\nccnnn1", "max_force_ev_per_a": 3.3, "charge": 0, "e_lumo_ev": -0.9648, "e_homo_ev": -9.72, "species": ["H", "N", "C", "N", "C", "C", "N", "N", "N", "H", "H"], "positions_angstrom": [[-2.002, -1.862, 0.230], [-1.669, -1.134, 0.888], [-1.099, -0.267, 0.235], [-0.878, -0.303, -1.180], [0.295, -0.007, -1.524], [1.484, -0.214, -0.672], [1.669, 0.223, 0.527], [0.705, 1.064, 1.088], [-0.504, 0.905, 0.848], [0.327, 0.266, -2.556], [2.324, -0.764, -1.111]], "lowdin_charge": [0.082, 0.177, -0.510, 0.133, -0.134, -0.103, 0.043, 0.010, 0.084, 0.105, 0.113]}

=====

Look up the charge of the eleventh one.
0

=====

Repeat the tenth record exactly.
{"formula": "C3H3N4O", "method": "ωB97M-V/def2-TZVPD", "relative_energy_kj_mol": 207.4, "smiles": "NC#[N+]/N=N\\C=C=O", "max_force_ev_per_a": 5.6, "charge": 1, "e_lumo_ev": -5.7523, "e_homo_ev": -14.54, "species": ["N", "C", "N", "N", "N", "C", "C", "O", "H", "H", "H"], "positions_angstrom": [[-2.031, 1.005, -0.089], [-0.720, 0.938, -0.028], [0.442, 1.198, 0.020], [1.701, 1.072, -0.041], [2.255, -0.036, -0.130], [1.569, -1.200, 0.021], [0.268, -1.353, 0.044], [-0.799, -1.815, 0.099], [-2.394, 1.930, -0.263], [-2.569, 0.406, 0.559], [2.278, -2.145, -0.192]], "lowdin_charge": [0.228, -0.034, 0.169, 0.017, 0.078, -0.089, -0.145, 0.241, 0.154, 0.168, 0.212]}

=====

The highest charge belongs to which entry?
C3H3N4O

=====

What is the charge in the twelfth record?
0